Version A
Entry from the Open Molecules 2025 dataset: C4H8O3 in the gas phase (the ωB97M-V functional and the def2-TZVPD basis).

Structure (ORCA input):
```
! wB97M-V def2-TZVPD RIJCOSX def2/J DEFGRID3
* xyz 0 1
O 0.05021 -0.04395 -0.86325
H -0.64100 -1.42722 2.08372
H 1.62020 -0.56763 1.93578
C -1.21696 0.57831 -1.10097
O 2.22405 0.71248 0.49588
O -1.10607 1.42734 -2.17499
H -0.86383 2.30441 -1.85869
H -1.81304 -1.18612 0.65853
H -1.51282 1.08452 -0.17099
C 0.19606 -0.59492 0.36885
H -1.97421 -0.17210 -1.33813
C 1.62231 -0.50705 0.84752
C -0.81519 -1.09359 1.07194
H 2.21315 -1.36066 0.48406
H 2.01713 0.84616 -0.43926
*
```

Properties
* gap between HOMO and LUMO: 10.00 eV
* highest occupied orbital energy: -0.34285 Eh
* structure (SMILES): C=C(CO)OCO



Version B
Entry from the Open Molecules 2025 dataset: C4H8O3 in the gas phase (the ωB97M-V functional and the def2-TZVPD basis).

Structure (ORCA input):
```
! wB97M-V def2-TZVPD RIJCOSX def2/J DEFGRID3
* xyz 0 1
H -2.71504 -0.85136 -1.03175
H -2.75293 -1.23321 0.72459
C 1.44948 0.10353 1.08425
C -0.24530 0.24231 -0.67007
H 1.84460 -0.80030 0.60582
O 1.77380 1.51181 -0.87422
H -1.57902 -2.05024 -0.34494
O -1.21288 -0.07833 0.18916
O -0.17464 -0.11218 -1.82810
H 0.68251 -0.17334 1.81234
C 0.83118 1.03355 0.04183
H 2.27167 0.61253 1.58940
C -2.12112 -1.11899 -0.15663
H 1.59768 1.04311 -1.70539
H 0.35001 1.87112 0.56368
*
```

Properties
* gap between HOMO and LUMO: 11.30 eV
* highest occupied orbital energy: -0.38651 Eh
* structure (SMILES): COC(=O)[C@@H](C)O



If we sort the structures by their calculated energies, the order from most to least stable is version B, version A.



Version A
Entry from the Open Molecules 2025 dataset: C4H8O3 in the gas phase (the ωB97M-V functional and the def2-TZVPD basis).

Structure (ORCA input):
```
! wB97M-V def2-TZVPD RIJCOSX def2/J DEFGRID3
* xyz 0 1
H 0.06404 -2.24161 -0.42141
C 0.13497 -0.27244 0.76655
H 1.15837 1.71098 0.28322
O 2.03437 0.53799 1.72004
H -1.75762 -0.78935 -0.05045
H 0.09125 0.87764 -1.84448
C -0.76339 -0.52607 -0.44318
C 1.13804 0.76922 0.82367
C -0.88473 0.63378 -1.41239
H -1.55095 0.35414 -2.23252
O -0.19856 -1.62249 -1.12321
H -1.30084 1.52194 -0.92250
O 0.42598 -1.27422 1.52646
H 1.74456 -0.42871 1.98178
H -0.33550 0.74921 1.34841
*
```

Properties
* gap between HOMO and LUMO: 10.04 eV
* highest occupied orbital energy: -0.35464 Eh



Version B
Entry from the Open Molecules 2025 dataset: C4H8O3 in the gas phase (the ωB97M-V functional and the def2-TZVPD basis).

Structure (ORCA input):
```
! wB97M-V def2-TZVPD RIJCOSX def2/J DEFGRID3
* xyz 0 1
H 2.92014 0.90792 0.65991
H -0.60316 1.80543 -0.51182
O 0.37955 -1.76574 -0.01989
H -2.31600 1.43016 -0.83686
H -1.03641 0.56204 -1.70988
C 0.11504 -0.64428 0.35227
C 2.37130 0.01619 0.35730
H 2.44840 -0.12540 -0.72446
C -1.31329 1.00757 -0.74734
C -1.28742 -0.06594 0.34523
H -1.48502 0.39700 1.32063
O 1.01278 0.27698 0.70887
O -2.22970 -1.07685 0.11571
H -1.73204 -1.85679 -0.17744
H 2.75583 -0.86830 0.86776
*
```

Properties
* gap between HOMO and LUMO: 11.33 eV
* highest occupied orbital energy: -0.38703 Eh
* structure (SMILES): COC(=O)[C@@H](C)O



If we sort the structures by their calculated energies, the order from most to least stable is version B, version A.



Version A
Entry from the Open Molecules 2025 dataset: C4H8O3 in the gas phase (the ωB97M-V functional and the def2-TZVPD basis).

Structure (ORCA input):
```
! wB97M-V def2-TZVPD RIJCOSX def2/J DEFGRID3
* xyz 0 1
O -0.69600 -0.88644 0.61003
H -1.08601 -0.51235 2.59441
C -1.56844 -1.00309 1.74416
C 0.69154 0.55320 -2.11893
H 0.70182 1.22947 -2.98421
H -1.66855 -2.07071 1.94295
H 0.93987 -0.47560 -2.42508
H 1.63812 -0.71343 -0.11304
H 2.01359 0.82597 0.75868
H -0.27347 0.47616 -1.52629
H -2.55009 -0.54981 1.58965
O -0.87532 1.34960 0.69133
O 1.59211 1.05411 -1.17350
C 1.36921 0.35071 -0.00024
C -0.22837 0.37221 0.41010
*
```

Properties
* gap between HOMO and LUMO: 10.88 eV
* highest occupied orbital energy: -0.36693 Eh
* structure (SMILES): COCC(=O)OC



Version B
Entry from the Open Molecules 2025 dataset: 2 unconnected molecules or ions with the total composition C4H8O3 (the ωB97M-V functional and the def2-TZVPD basis).

Structure (ORCA input):
```
! wB97M-V def2-TZVPD RIJCOSX def2/J DEFGRID3
* xyz 0 1
O 0.93764 -1.30519 0.52271
H -1.28304 0.56785 -2.85689
C 1.66980 -1.16024 1.74241
H -0.56326 -1.41214 -1.50316
H -2.27717 0.69693 -0.18929
H 1.02312 -0.80999 2.55124
H 2.06033 -2.15147 1.97063
H 2.48414 -0.44587 1.60219
H -0.33588 1.66665 -1.71183
O -2.26525 1.63524 0.03851
C -0.30858 -0.39103 -1.23607
O 0.46747 0.88843 0.62871
H -1.36017 1.73687 0.37345
C 0.40171 -0.17831 0.04639
C -0.65087 0.66228 -1.97901
*
```

Properties
* gap between HOMO and LUMO: 10.74 eV
* highest occupied orbital energy: -0.37978 Eh
* structure (SMILES): C=CC(=O)OC.O



Version C
Entry from the Open Molecules 2025 dataset: a molecular structure, C4H8O3 (the ωB97M-V functional and the def2-TZVPD basis).

Structure (ORCA input):
```
! wB97M-V def2-TZVPD RIJCOSX def2/J DEFGRID3
* xyz 0 1
C -2.41200 -0.12553 0.10650
H -3.19657 0.52840 -0.28188
H -2.69812 -0.49655 1.09335
O -1.21031 0.63515 0.23626
C 0.46844 -0.15378 0.50075
H 0.12417 -1.17729 0.35294
H -2.27150 -0.95534 -0.59807
H 0.41897 0.15020 1.54344
C -0.39632 0.91725 -1.08750
H 1.91105 -0.25903 -1.10656
H 3.61520 -0.37593 0.64488
O -1.00950 0.74424 -2.08344
O 2.70715 -0.67110 0.78277
H 2.09106 1.15439 -0.03711
C 1.85826 0.08494 -0.06633
*
```

Properties
* gap between HOMO and LUMO: 8.91 eV
* highest occupied orbital energy: -0.31901 Eh



If we sort the structures by their calculated energies, the order from most to least stable is version B, version A, version C.